DFT (ωB97M-V with the def2-TZVPD basis set) results for a structure of composition C3H3N3O in a non-equilibrium geometry.

Last column: Mulliken charge in e.
Cartesian coordinates (Å):
N 1.911 0.360 0.140  -0.63
C 0.648 0.081 0.091  0.72
N 1.257 2.031 -0.296  -0.01
N 0.159 1.875 -0.054  -0.02
O -2.146 0.397 0.669  -0.49
C -1.695 -0.665 0.307  0.06
C -0.289 -0.873 -0.003  -0.61
H 2.426 0.216 -0.737  0.34
H -2.330 -1.556 0.208  0.32
H 0.059 -1.866 -0.325  0.33

* gap between HOMO and LUMO (alpha / beta): 7.039 / 7.037 eV

---

DFT (ωB97M-V with the def2-TZVPD basis set) results for a structure of composition C32H37BN12O5S5Ti in a non-equilibrium geometry.

Last column: Mulliken charge in e.
Cartesian coordinates (Å):
Ti -0.345 -0.110 -0.578  -1.08
C -1.108 3.094 -3.379  -1.61
C -0.496 1.905 -3.006  -1.20
N -0.925 1.513 -1.804  0.73
N -1.818 2.445 -1.386  0.58
C -1.937 3.399 -2.317  0.00
B -2.541 2.321 -0.022  0.40
N -3.284 0.946 0.017  0.27
C -4.550 0.552 0.204  0.14
C -4.606 -0.827 0.208  -1.66
C -3.287 -1.215 0.021  -0.38
N -2.488 -0.158 -0.077  1.00
N -1.517 2.300 1.130  -0.02
C -1.599 2.868 2.336  0.00
C -0.505 2.481 3.081  -1.54
C 0.208 1.647 2.227  -0.36
N -0.397 1.536 1.047  0.56
N -3.435 3.558 0.115  0.35
C -4.747 3.803 -0.116  -0.21
C -4.971 5.148 0.030  -0.90
C -3.706 5.669 0.347  -0.41
N -2.791 4.722 0.391  -0.97
H -0.936 3.659 -4.274  0.52
H 0.240 1.323 -3.530  0.99
H -2.580 4.243 -2.147  0.38
H -5.345 1.255 0.344  0.33
H -5.469 -1.451 0.330  0.44
H -2.861 -2.203 -0.052  0.44
H -2.413 3.527 2.571  0.52
H -0.259 2.762 4.087  0.44
H 1.122 1.103 2.398  0.49
H -5.432 3.038 -0.418  0.46
H -5.902 5.670 -0.087  0.43
H -3.421 6.689 0.541  0.46
O 2.785 -3.639 5.464  -0.60
C 2.416 -3.080 4.467  0.61
S 0.707 -2.916 4.022  -0.14
C 0.935 -2.036 2.530  0.31
C 2.269 -1.747 2.171  0.32
S 2.749 -0.939 0.805  -0.37
S 3.491 -2.346 3.279  -0.16
S -0.458 -1.657 1.680  -0.38
C 3.724 1.688 -6.858  -1.01
C 4.117 2.989 -6.179  -0.82
S 3.037 3.472 -4.836  1.25
O 1.950 2.526 -4.754  -0.49
O 2.753 4.882 -4.975  -0.76
C 3.991 3.377 -3.351  -0.86
C 4.404 2.023 -2.826  -1.13
N 3.318 1.089 -2.575  0.60
C 2.379 1.221 -1.604  0.37
N 1.520 0.218 -1.629  1.68
C 1.898 -0.590 -2.700  -1.86
C 3.022 -0.072 -3.279  -0.56
N 3.759 -0.589 -4.315  1.12
O 3.307 -1.628 -4.868  -0.83
O 4.880 -0.041 -4.655  -0.89
C 2.351 2.383 -0.683  -1.81
H 4.323 1.580 -7.762  0.41
H 2.674 1.704 -7.142  0.28
H 3.912 0.834 -6.212  0.26
H 4.057 3.848 -6.850  0.50
H 5.127 2.949 -5.774  0.38
H 3.384 3.967 -2.658  0.33
H 4.896 3.953 -3.548  0.64
H 4.955 2.187 -1.896  0.35
H 5.058 1.506 -3.537  0.54
H 1.374 -1.488 -2.977  1.15
H 3.359 2.682 -0.400  0.66
H 1.811 2.127 0.222  -0.10
H 1.845 3.240 -1.134  0.17
C 1.824 -5.707 -0.876  -1.05
N 1.968 -4.292 -1.108  0.16
C 2.608 -3.957 -2.357  -0.84
C 0.883 -3.412 -0.707  -0.12
C -0.248 -3.134 -1.693  1.24
C -0.734 -4.166 -2.499  -0.48
C -1.713 -3.940 -3.453  -0.87
C -2.231 -2.661 -3.601  -1.00
C -1.782 -1.655 -2.762  -0.18
C -0.789 -1.843 -1.785  1.36
H 2.814 -6.172 -0.813  0.37
H 1.269 -6.266 -1.645  0.31
H 1.321 -5.873 0.079  0.31
H 3.475 -4.604 -2.495  0.43
H 2.962 -2.925 -2.347  0.14
H 1.963 -4.069 -3.241  0.29
H 1.329 -2.442 -0.428  -1.73
H 0.465 -3.818 0.221  0.73
H -0.328 -5.157 -2.394  0.19
H -2.060 -4.752 -4.079  0.36
H -2.982 -2.453 -4.353  0.40
H -2.240 -0.671 -2.873  0.25

* gap between HOMO and LUMO (alpha / beta): 5.141 / 6.075 eV
* charge: -1
* spin multiplicity: 4

---

DFT (ωB97M-V with the def2-TZVPD basis set) results for a structure of composition C8H32O8Sn in a non-equilibrium geometry.

Last column: Mulliken charge in e.
Cartesian coordinates (Å):
Sn 0.393 0.123 -0.035  1.86
C 3.248 -0.128 1.659  -0.87
O 2.086 0.587 1.863  -0.36
H 3.944 0.548 1.278  0.36
H 3.152 -0.873 1.018  0.29
H 3.722 -0.641 2.566  0.34
H 2.151 1.076 2.717  0.27
C -1.026 0.284 3.160  -0.69
O -1.304 0.610 1.793  -0.33
H -0.025 0.617 3.452  0.19
H -1.196 -0.744 3.443  0.28
H -1.781 0.767 3.827  0.34
H -2.238 0.846 1.736  0.24
C 1.130 -2.959 1.669  -1.18
O 0.204 -1.914 1.485  -0.13
H 0.905 -3.245 2.662  0.36
H 2.163 -2.611 1.716  0.39
H 1.152 -3.833 0.983  0.45
H -0.671 -2.226 1.784  0.19
C 1.948 -2.036 -2.468  -0.72
O 1.628 -1.908 -1.097  -0.27
H 2.864 -2.651 -2.635  0.36
H 2.054 -1.079 -2.995  0.18
H 1.066 -2.568 -2.903  0.28
H 1.778 -2.769 -0.686  0.11
C 0.206 3.223 1.080  -0.40
O 0.658 2.645 -0.127  -0.52
H 0.289 2.516 1.921  0.04
H -0.823 3.295 0.839  0.00
H 0.624 4.203 1.174  0.45
H 0.758 3.451 -0.718  0.31
C -0.344 0.455 -3.478  -0.60
O 0.534 0.925 -2.516  -0.38
H 0.320 -0.074 -4.115  0.36
H -0.905 1.222 -4.057  0.32
H -1.150 -0.212 -3.063  0.09
H 1.063 1.662 -2.905  0.24
C -2.453 -1.638 -0.334  -1.08
O -1.260 -1.633 -1.076  -0.46
H -3.175 -1.307 -0.994  0.48
H -2.591 -1.210 0.656  0.26
H -2.534 -2.607 -0.136  0.53
H -1.371 -2.267 -1.785  0.32
C -2.567 2.651 -0.952  -1.02
O -2.093 1.269 -0.919  -0.17
H -2.716 3.006 0.046  0.41
H -3.438 2.844 -1.580  0.38
H -1.870 3.503 -1.283  0.26
H -2.529 0.827 -1.693  0.21

* gap between HOMO and LUMO: 10.554 eV
* charge: +2

---

DFT (ωB97M-V with the def2-TZVPD basis set) results for a cluster of 12 separate species, C8H36O11 in total in a non-equilibrium geometry.

Last column: Mulliken charge in e.
Cartesian coordinates (Å):
C 2.909 -1.803 -1.483  -1.70
C 1.773 -0.831 -1.194  0.94
C 1.131 -0.763 -0.042  -1.27
C 0.053 0.176 0.312  0.72
C 0.282 1.303 0.972  -0.97
C -0.649 2.444 1.354  -0.92
C -1.863 2.067 2.219  -0.13
C -1.478 1.534 3.583  -0.97
H 3.537 -1.865 -0.586  0.29
H 3.515 -1.608 -2.375  0.40
H 2.443 -2.763 -1.682  0.25
H 1.434 -0.376 -2.129  0.35
H 1.496 -1.379 0.796  0.69
H -0.977 -0.072 0.042  0.17
H 1.265 1.536 1.408  0.34
H -1.022 2.959 0.448  0.22
H -0.136 3.175 1.999  0.38
H -2.469 1.301 1.712  0.10
H -2.524 2.944 2.188  0.45
H -2.250 1.014 4.145  0.38
H -0.689 0.789 3.400  0.09
H -1.040 2.335 4.189  0.31
O 0.702 -4.293 -0.165  -0.68
H 0.848 -3.533 0.456  0.32
H 1.647 -4.466 -0.282  0.33
O 0.596 1.370 -3.505  -0.73
H -0.140 1.786 -2.977  0.51
H 0.676 1.905 -4.297  0.29
O 3.380 0.224 1.944  -0.68
H 4.260 -0.180 2.017  0.29
H 3.107 0.216 1.022  0.32
O 1.287 -0.857 3.506  -0.71
H 1.923 -0.881 4.221  0.26
H 1.854 -0.482 2.791  0.35
O -1.157 -0.757 -3.487  -0.70
H -0.884 -1.296 -2.706  0.38
H -0.430 -0.129 -3.645  0.43
O -3.382 1.835 -0.479  -0.62
H -3.484 0.987 -0.943  0.40
H -4.202 2.252 -0.174  0.25
O -1.728 2.343 -2.647  -0.76
H -1.979 1.508 -3.042  0.31
H -2.085 2.365 -1.729  0.38
O 2.820 1.935 -1.399  -0.67
H 2.253 1.788 -2.168  0.34
H 2.214 2.408 -0.809  0.32
O 0.162 -2.844 1.990  -0.64
H -0.553 -3.058 2.606  0.30
H 0.582 -2.087 2.471  0.41
O -3.913 -0.552 -1.594  -0.74
H -3.359 -0.443 -2.382  0.33
H -3.628 -1.328 -1.129  0.32
O -0.916 -2.427 -1.240  -0.67
H -0.508 -3.320 -1.149  0.45
H -0.700 -2.106 -0.350  0.21

* gap between HOMO and LUMO: 9.529 eV

---

Energy above the lowest of the compared OMol25 structures with the same formula, charge and spin? In order: 628.42 118.20 142.15 132.95 kJ/mol.